1.
Computed, not measured: C10H10Cl5F6GePRe as an isolated structure, with wB97M-V/def2-TZVPD.

Cartesian coordinates (Å):
Re 0.6085 0.4191 -0.3918
Cl 0.1501 1.6089 1.7102
C -1.0581 2.3608 0.6931
C -0.9862 1.7369 -0.5448
C -1.8389 2.1607 -1.5554
Cl -1.7633 1.4191 -3.0866
C -2.7552 3.1848 -1.2772
Cl -3.8055 3.7256 -2.5055
C -2.8140 3.7640 0.0014
Cl -3.9542 4.9814 0.3304
C -1.9413 3.3534 1.0277
Cl -1.9753 4.0351 2.5885
F 1.3735 0.1315 -2.2176
P 3.0272 1.0664 -2.0772
F 3.5011 -0.3132 -1.4596
F 2.4806 1.4142 -0.4618
F 2.1397 2.3021 -2.4918
F 4.3425 1.8331 -1.8331
F 3.2920 0.6274 -3.5392
C -0.6040 -2.1892 2.8304
Ge 0.1193 -2.5272 1.0291
C -0.5169 -4.2063 0.2470
C 2.0670 -2.2298 0.9001
C -0.6337 -0.9936 -0.0745
H -0.3203 -3.0194 3.4771
H -1.6910 -2.1280 2.8038
H -0.2026 -1.2673 3.2481
H -0.1509 -5.0351 0.8523
H -0.1486 -4.3248 -0.7706
H -1.6055 -4.2316 0.2419
H 2.6130 -2.8452 1.6137
H 2.3151 -1.1857 1.1210
H 2.4174 -2.4798 -0.1014
H -1.6815 -1.1482 -0.3276

Results
* frontier orbital gap: 6.615 eV
* lowest unoccupied orbital energy: -6.1 eV
* E_tot: -157379.4035 eV
* net charge: +1
* 2S+1: 1
* energy above the lowest of the compared OMol25 structures with the same formula, charge and spin: 57.4 kJ/mol
* HOMO: -12.7 eV



2.
Computed, not measured: a 11-piece molecular cluster, C23H67BrNO11S overall, with wB97M-V/def2-TZVPD.

Cartesian coordinates (Å):
N 1.5660 -2.6154 -2.4844
C 0.5355 -3.2747 -3.4246
S -1.1494 -3.3395 -2.6084
C -2.4704 -2.4436 -3.6021
C -3.9138 -2.7670 -2.8219
O -4.3858 -1.9138 -1.9093
Br -5.0086 -4.4329 -3.2177
H 1.8951 -1.7161 -2.9008
H 2.3997 -3.2533 -2.4856
H 0.5526 -2.8018 -4.4978
H 0.9040 -4.4063 -3.5163
H -1.5472 -4.6915 -2.6187
H -2.2854 -1.2900 -3.5329
H -2.4912 -2.7980 -4.7228
C 3.2872 1.0090 0.0754
C 4.4126 0.3228 -0.6706
O 4.2377 -1.0856 -0.6239
H 3.2591 0.6780 1.1187
H 3.4096 2.0955 0.0527
H 2.3180 0.7541 -0.3656
H 5.3771 0.5625 -0.2134
H 4.4391 0.6388 -1.7180
H 3.3823 -1.2887 -1.0399
C 7.4700 1.0368 3.2786
C 8.0066 1.3913 1.9074
O 8.1534 0.2154 1.1250
H 8.1443 0.3403 3.7875
H 7.3553 1.9322 3.8961
H 6.4988 0.5377 3.1975
H 8.9868 1.8698 1.9918
H 7.3314 2.0774 1.3870
H 7.2760 -0.1973 1.0490
C -5.7805 -2.1198 -7.1675
C -4.4021 -2.7293 -7.0177
O -3.4346 -1.7045 -6.8448
H -5.8095 -1.4403 -8.0257
H -6.5376 -2.8967 -7.3062
H -6.0405 -1.5278 -6.2839
H -4.1373 -3.3016 -7.9117
H -4.3614 -3.4001 -6.1540
H -3.6740 -1.2075 -6.0437
C -1.2590 1.8095 1.4039
C -0.7224 2.1640 0.0327
O -0.5756 0.9881 -0.7497
H -0.5847 1.1130 1.9128
H -1.3737 2.7049 2.0213
H -2.2302 1.3104 1.3227
H 0.2578 2.6425 0.1171
H -1.3976 2.8501 -0.4877
H -1.4530 0.5753 -0.8258
C 4.8707 3.3711 3.6812
C 3.4425 3.1645 3.2211
O 3.1927 1.7811 3.0210
H 5.5743 2.9752 2.9415
H 5.0809 4.4332 3.8358
H 5.0576 2.8348 4.6173
H 3.2663 3.6837 2.2745
H 2.7327 3.5461 3.9613
H 3.3438 1.3302 3.8695
C 4.1475 -6.1913 -4.8530
C 4.2964 -4.6841 -4.8447
O 4.5930 -4.2332 -3.5312
H 3.3504 -6.5030 -4.1702
H 3.9142 -6.5547 -5.8578
H 5.0683 -6.6735 -4.5087
H 3.3673 -4.2058 -5.1682
H 5.1003 -4.3654 -5.5153
H 5.4242 -4.6572 -3.2565
C -3.3590 5.5615 1.0292
C -2.8224 5.9160 -0.3420
O -2.6756 4.7401 -1.1244
H -2.6847 4.8649 1.5381
H -3.4737 6.4569 1.6467
H -4.3302 5.0624 0.9481
H -1.8422 6.3945 -0.2576
H -3.4976 6.6021 -0.8624
H -3.5530 4.3273 -1.2004
C -0.0525 -1.5057 4.5701
C 0.0964 0.0015 4.5785
O 0.3930 0.4524 5.8919
H -0.8496 -1.8174 5.2530
H -0.2858 -1.8691 3.5653
H 0.8683 -1.9879 4.9144
H -0.8327 0.4798 4.2549
H 0.9003 0.3202 3.9079
H 1.2242 0.0285 6.1666
C -1.8213 6.5423 5.9065
C -2.3767 5.8134 4.7005
O -1.3298 5.1431 4.0142
H -1.0605 7.2679 5.6008
H -2.6153 7.0681 6.4442
H -1.3351 5.8413 6.5928
H -2.8421 6.5200 4.0070
H -3.1289 5.0769 4.9992
H -0.9286 4.5121 4.6362
C -7.8908 -4.1753 0.1713
C -7.2688 -5.4408 0.7241
O -6.3070 -5.9477 -0.1893
H -8.3700 -4.3717 -0.7934
H -8.6381 -3.7741 0.8618
H -7.1257 -3.4117 -0.0029
H -8.0333 -6.2084 0.8760
H -6.7764 -5.2498 1.6825
H -5.6282 -5.2618 -0.3108

Results
* frontier orbital gap: 6.859 eV
* lowest unoccupied orbital energy: -4.6 eV
* E_tot: -129814.7876 eV
* net charge: +1
* 2S+1: 1
* HOMO: -11.5 eV



3.
Computed, not measured: C5H11NO2 as an isolated structure, with wB97M-V/def2-TZVPD.

Cartesian coordinates (Å):
C -2.2280 1.0849 -0.4115
C -1.3650 0.0437 0.2731
O 0.1716 1.0492 0.9086
O -1.7909 -0.6177 1.2273
H 0.0231 0.8310 1.8367
H -1.7620 1.5307 -1.2886
H -3.1800 0.6391 -0.7049
H -2.4231 1.8793 0.3094
C 1.6093 -1.2226 0.8495
C 0.9909 -0.2594 -0.1211
N 1.8423 0.3963 -0.9518
C -0.3318 -0.6679 -0.6910
H 1.4208 1.0971 -1.5460
H 2.7105 0.7065 -0.5372
H 0.8284 -1.5152 1.5538
H 2.4707 -0.7748 1.3445
H 1.9396 -2.1072 0.3011
H -0.4204 -0.3521 -1.7298
H -0.5059 -1.7409 -0.6220

Results
* frontier orbital gap: 9.400 eV
* lowest unoccupied orbital energy: 0.7 eV
* E_tot: -10947.1943 eV
* net charge: 0
* 2S+1: 1
* energy above the lowest of the compared OMol25 structures with the same formula, charge and spin: 200.0 kJ/mol
* HOMO: -8.7 eV



4.
Computed, not measured: a 13-piece molecular cluster, C36H75FNO12P overall, with wB97M-V/def2-TZVPD.

Cartesian coordinates (Å):
N 3.4919 0.3520 -0.6557
P 1.9010 0.1806 -1.3241
F 0.9854 1.5093 -0.9656
H 3.7291 1.3024 -0.4215
H 4.1609 -0.0622 -1.2793
H 1.3068 -0.8304 -0.4899
C -2.4220 0.9609 -0.1294
C -2.2171 -0.0264 0.9851
O -2.1211 -1.2125 0.7628
C -2.1249 0.5217 2.3827
H -2.4665 0.4307 -1.0785
H -3.3601 1.4987 0.0163
H -1.5892 1.6656 -0.1591
H -3.0457 1.0434 2.6397
H -1.2742 1.2039 2.4512
H -1.9782 -0.2959 3.0854
C 1.1218 6.0291 -4.2558
C 1.5067 4.6356 -3.8329
O 2.5710 4.1488 -4.1480
C 0.5065 3.8752 -3.0041
H 1.9258 6.4654 -4.8459
H 0.2159 5.9992 -4.8606
H 0.9495 6.6508 -3.3789
H -0.4248 3.7601 -3.5625
H 0.3161 4.4087 -2.0713
H 0.8967 2.8924 -2.7699
C -4.4088 -3.0081 2.2296
C -5.2634 -1.7983 2.4889
O -4.9234 -0.6827 2.1569
C -6.5774 -2.0328 3.1862
H -3.4946 -2.7080 1.7263
H -4.1530 -3.4896 3.1755
H -4.9523 -3.7114 1.5967
H -6.4029 -2.4752 4.1678
H -7.1984 -2.7042 2.5913
H -7.0964 -1.0841 3.3121
C 0.7517 10.3652 -3.2412
C 0.1921 9.7915 -4.5122
O -0.2133 8.6527 -4.5671
C 0.1546 10.6946 -5.7167
H 0.7146 9.6109 -2.4584
H 1.7906 10.6686 -3.3912
H 0.1575 11.2210 -2.9318
H 1.1654 11.0146 -5.9744
H -0.4628 11.5686 -5.5045
H -0.2716 10.1562 -6.5610
C -3.6279 11.8452 -0.8247
C -3.0599 10.7731 -1.7168
O -2.0518 10.9560 -2.3592
C -3.7951 9.4612 -1.7784
H -2.9996 12.7319 -0.8773
H -4.6359 12.1053 -1.1512
H -3.6586 11.4932 0.2073
H -4.8102 9.6205 -2.1452
H -3.8326 9.0085 -0.7865
H -3.2753 8.7861 -2.4557
C 4.5524 -4.8080 -1.1840
C 3.6468 -3.6441 -0.9027
O 3.9517 -2.5124 -1.2178
C 2.3449 -3.9434 -0.2089
H 5.4490 -4.4568 -1.6832
H 4.8321 -5.2921 -0.2486
H 4.0489 -5.5260 -1.8318
H 2.5409 -4.3997 0.7622
H 1.7488 -4.6253 -0.8165
H 1.7870 -3.0207 -0.0622
C -2.3238 3.6417 -6.4896
C -2.9767 4.3652 -5.3411
O -2.9150 3.9378 -4.2126
C -3.7055 5.6453 -5.6556
H -1.8360 2.7417 -6.1208
H -3.0758 3.3599 -7.2282
H -1.5756 4.2839 -6.9574
H -4.5165 5.4493 -6.3590
H -3.0140 6.3709 -6.0873
H -4.1235 6.0579 -4.7398
C -5.4895 -7.5859 2.0052
C -6.3390 -6.4824 1.4320
O -6.8435 -5.6442 2.1415
C -6.5320 -6.4648 -0.0615
H -5.4350 -7.4765 3.0863
H -5.9293 -8.5560 1.7686
H -4.4811 -7.5320 1.5920
H -7.0160 -7.3873 -0.3855
H -5.5669 -6.3644 -0.5607
H -7.1610 -5.6206 -0.3357
C 7.4077 -4.0576 -3.9555
C 7.2253 -5.5020 -4.3455
O 6.2482 -6.1346 -4.0176
C 8.3169 -6.1302 -5.1725
H 6.5544 -3.7245 -3.3721
H 8.3130 -3.9446 -3.3566
H 7.4837 -3.4382 -4.8504
H 9.2608 -6.1032 -4.6258
H 8.4262 -5.5922 -6.1154
H 8.0605 -7.1661 -5.3841
C 5.6504 -6.7563 3.2572
C 4.2708 -6.8216 2.6577
O 4.0965 -6.7050 1.4646
C 3.1218 -7.0376 3.6038
H 6.3823 -6.5981 2.4674
H 5.7086 -5.9297 3.9666
H 5.8772 -7.6919 3.7700
H 3.0779 -6.2232 4.3268
H 3.2457 -7.9824 4.1290
H 2.1904 -7.0627 3.0398
C 1.6609 -6.9520 8.0645
C 2.1884 -8.0552 7.1860
O 3.1974 -7.9129 6.5346
C 1.4078 -9.3426 7.1506
H 2.3172 -6.0872 7.9944
H 0.6596 -6.6641 7.7405
H 1.6259 -7.2868 9.1022
H 0.3960 -9.1548 6.7883
H 1.3622 -9.7780 8.1498
H 1.8982 -10.0461 6.4809
C -0.1349 3.4440 6.2232
C -0.3004 2.0131 5.7815
O -1.2757 1.3697 6.0871
C 0.8006 1.4185 4.9430
H -0.9967 3.7416 6.8167
H 0.7659 3.5448 6.8307
H -0.0620 4.0968 5.3520
H 1.7393 1.4299 5.4993
H 0.9124 1.9861 4.0176
H 0.5500 0.3887 4.6972

Results
* frontier orbital gap: 8.206 eV
* lowest unoccupied orbital energy: 0.5 eV
* E_tot: -76614.5815 eV
* net charge: 0
* 2S+1: 1
* HOMO: -7.7 eV



5.
Computed, not measured: a 3-piece molecular cluster, C17H24F2N4O2 overall, with wB97M-V/def2-TZVPD.

Cartesian coordinates (Å):
C 2.2656 -3.5714 -1.8444
C 2.1990 -2.2884 -1.0079
F 1.6503 -2.5285 0.2315
C 1.4828 -1.1053 -1.6937
C 0.0812 -0.7769 -1.2196
C -0.2304 0.5333 -0.9529
C -1.5083 0.9343 -0.5192
C -2.4628 -0.0199 -0.3554
F -3.6869 0.3254 0.0679
C -2.2218 -1.3864 -0.6162
N -3.2285 -2.2868 -0.4270
C -2.9060 -3.5148 -0.7131
C -1.6458 -3.8969 -1.2036
N -0.6756 -3.0504 -1.3870
C -0.9398 -1.7516 -1.0675
H 1.7534 -4.3895 -1.3535
H 3.3024 -3.8511 -2.0106
H 1.8190 -3.4357 -2.8217
H 3.2304 -1.9788 -0.8612
H 2.0810 -0.2213 -1.4898
H 1.4964 -1.2177 -2.7726
H 0.5118 1.3057 -1.0677
H -1.7083 1.9776 -0.3443
H -3.6583 -4.2792 -0.5752
H -1.4714 -4.9377 -1.4348
C 3.0674 5.4146 -1.2977
N 1.9548 4.5014 -1.1093
C 0.6294 4.7410 -1.2865
C 0.2268 6.1252 -1.7340
O -0.1956 3.8629 -1.0863
H 3.7508 5.0184 -2.0504
H 3.6145 5.5321 -0.3611
H 2.7172 6.3879 -1.6219
H 2.1575 3.5627 -0.8054
H -0.8539 6.1551 -1.8277
H 0.5372 6.8720 -1.0026
H 0.6706 6.3617 -2.7016
C -0.3416 -2.0559 2.4561
N -0.2123 -1.1992 3.6228
C -1.1231 -0.9636 4.6023
C -2.4560 -1.6670 4.4904
O -0.8646 -0.2112 5.5282
H 0.4326 -2.8224 2.4737
H -0.2186 -1.4627 1.5516
H -1.3151 -2.5361 2.4346
H 0.6523 -0.6985 3.7505
H -3.0685 -1.3783 5.3386
H -2.9683 -1.3787 3.5713
H -2.3229 -2.7494 4.5038

Results
* frontier orbital gap: 8.540 eV
* lowest unoccupied orbital energy: -0.2 eV
* SMILES string: C[C@H](F)Cc1ccc(F)c2nccnc12.CNC(C)=O.CNC(C)=O
* E_tot: -33509.3677 eV
* net charge: 0
* 2S+1: 1
* energy above the lowest of the compared OMol25 structures with the same formula, charge and spin: 0.0 kJ/mol
* HOMO: -8.8 eV